No. 1
Formula: C56H48AuNOP2S
Source: the Open Molecules 2025 dataset
Level of theory: wB97M-V/def2-TZVPD

Atoms and positions in Å:
Au  -0.628506  -0.570958  -0.862702
C  6.177952  -0.155108  -2.547887
C  5.400836  -0.203130  -1.226979
C  6.376065  -0.449677  -0.071784
C  4.726845  1.151288  -1.006520
C  4.389310  -1.342056  -1.312602
C  4.858180  -2.668281  -1.450526
C  4.018699  -3.745639  -1.612666
C  2.645446  -3.501909  -1.623350
S  1.326321  -4.602303  -1.888663
C  0.231839  -3.294526  -1.736310
N  0.784732  -2.135540  -1.490810
C  2.163507  -2.208681  -1.450514
C  3.026238  -1.124092  -1.310245
C  -1.222450  -3.358713  -1.866652
C  -1.926626  -4.489040  -2.273328
C  -3.304285  -4.425307  -2.415389
C  -3.980119  -3.242111  -2.160481
C  -3.293273  -2.102070  -1.739707
C  -1.933183  -2.193452  -1.595432
H  6.888325  0.668126  -2.530675
H  5.504454  -0.009636  -3.392272
H  6.738268  -1.072046  -2.719279
H  7.139206  0.326265  -0.061140
H  6.884980  -1.405425  -0.158737
H  5.866120  -0.424688  0.891229
H  5.487208  1.923940  -0.917142
H  4.135464  1.167510  -0.090884
H  4.081302  1.420355  -1.841017
H  5.921977  -2.849665  -1.461175
H  4.416199  -4.739063  -1.741660
H  2.609441  -0.134452  -1.224674
H  -1.402493  -5.407837  -2.493240
H  -3.849672  -5.298469  -2.743147
H  -5.051374  -3.197448  -2.286270
H  -3.828121  -1.187426  -1.538106
C  0.997626  4.306597  3.809232
C  -0.361169  3.812372  3.296862
C  -1.491171  4.614427  3.955351
C  -0.522845  2.336776  3.647791
C  -0.513659  1.882570  4.964821
C  -0.639030  0.535412  5.285198
C  -0.765412  -0.410301  4.282205
C  -0.789639  0.006827  2.953929
P  -0.829268  -1.216994  1.626271
C  -2.338689  -2.154388  1.803476
C  -3.484672  -1.497035  2.263452
C  -4.688591  -2.176258  2.334748
C  -4.755178  -3.511459  1.961520
C  -3.619269  -4.169441  1.506645
C  -2.419446  -3.492913  1.411668
C  0.611546  -2.253414  1.880468
C  0.534514  -3.566809  2.339190
C  1.698959  -4.276992  2.578648
C  2.934416  -3.680347  2.371641
C  3.011332  -2.367204  1.927841
C  1.854365  -1.654207  1.681281
C  -0.674622  1.362914  2.672439
O  -0.727019  1.654276  1.344619
C  -0.626127  2.945859  0.920584
C  -0.760572  3.087965  -0.456546
C  -0.695174  4.364083  -1.007765
C  -0.467160  5.448971  -0.176269
C  -0.344483  5.266357  1.195101
C  -0.432656  4.006747  1.787126
P  -1.247191  1.647654  -1.420326
C  -3.026570  1.779066  -1.650189
C  -3.847539  1.268772  -0.647686
C  -5.217423  1.435733  -0.726233
C  -5.771947  2.110114  -1.806003
C  -4.954965  2.623296  -2.803896
C  -3.580810  2.467634  -2.724593
C  -0.407312  1.716853  -3.006941
C  -0.942443  1.001057  -4.082326
C  -0.242651  0.916331  -5.271919
C  0.998085  1.529095  -5.393172
C  1.544360  2.220167  -4.321726
C  0.850805  2.311908  -3.127064
H  1.065257  4.191441  4.887546
H  1.131521  5.362212  3.584735
H  1.815653  3.752183  3.352905
H  -1.460272  4.504396  5.036646
H  -2.466155  4.282184  3.603052
H  -1.389601  5.672931  3.732385
H  -0.403350  2.598027  5.767353
H  -0.627707  0.226030  6.317243
H  -0.840069  -1.460679  4.531794
H  -3.434624  -0.464831  2.580143
H  -5.569437  -1.669995  2.699631
H  -5.691711  -4.043625  2.035056
H  -3.671680  -5.209286  1.222823
H  -1.545066  -4.012624  1.044268
H  -0.422970  -4.035934  2.524586
H  1.639190  -5.292955  2.935096
H  3.838996  -4.236184  2.564606
H  3.971416  -1.904294  1.765382
H  1.920319  -0.631014  1.332356
H  -0.819712  4.513882  -2.072305
H  -0.402407  6.441191  -0.593339
H  -0.187283  6.131934  1.821364
H  -3.414615  0.731983  0.192984
H  -5.855110  1.039575  0.050474
H  -6.841360  2.238473  -1.868386
H  -5.386102  3.147495  -3.642472
H  -2.950734  2.879598  -3.501284
H  -1.905084  0.514452  -3.990697
H  -0.663178  0.373764  -6.104581
H  1.538438  1.468724  -6.325484
H  2.510837  2.692893  -4.418620
H  1.286481  2.847246  -2.293954

Cartesian forces, eV/Å:
0.2 0.2 0.0
0.0 0.0 0.0
0.0 0.0 0.0
0.0 0.0 0.0
0.0 -0.1 0.0
0.0 0.0 0.0
0.0 0.1 0.0
-0.1 0.1 0.0
0.1 0.0 0.0
0.0 0.1 0.0
-0.2 0.0 0.0
0.0 -0.2 0.1
0.0 0.0 0.0
0.1 -0.2 0.0
0.0 -0.1 0.1
0.0 0.1 0.0
0.0 0.0 0.0
0.0 0.0 0.0
0.0 -0.1 0.0
0.0 0.1 0.0
0.1 0.1 0.0
0.0 0.0 0.0
0.0 -0.1 0.0
0.1 0.1 0.0
0.1 -0.1 0.0
-0.1 0.0 0.1
0.1 0.1 0.0
-0.1 0.0 0.1
-0.1 0.0 -0.1
0.1 0.0 0.0
0.0 -0.1 0.0
-0.1 0.2 0.0
0.1 -0.1 0.0
0.0 0.0 0.0
-0.1 0.0 0.0
-0.1 0.1 0.0
0.0 0.0 0.0
0.0 -0.1 0.0
0.0 0.0 0.0
0.0 -0.1 0.0
0.0 0.0 -0.1
0.0 0.1 -0.1
0.0 0.0 0.0
0.1 0.1 0.0
-0.1 -0.1 -0.1
-0.1 0.1 0.0
0.1 -0.1 0.0
0.1 0.0 0.0
0.0 0.0 0.0
-0.1 0.1 0.0
0.0 0.0 -0.2
-0.1 0.0 0.1
0.0 -0.2 0.1
0.1 0.1 0.0
0.0 0.0 0.0
0.0 -0.1 0.0
0.0 0.0 0.0
0.0 0.1 -0.1
0.0 0.0 0.1
0.0 -0.1 0.1
-0.1 0.1 0.0
0.1 0.0 0.0
0.0 -0.1 0.1
0.0 -0.1 0.0
0.0 0.0 -0.1
-0.1 -0.2 0.0
0.1 0.1 0.0
0.1 -0.1 0.1
-0.1 0.0 0.0
0.1 0.0 0.0
0.0 0.0 0.1
0.0 0.0 0.0
0.0 0.0 0.0
0.0 0.0 0.0
0.1 0.0 0.0
-0.1 0.0 0.0
0.0 0.0 0.0
0.0 0.0 0.0
0.0 0.0 0.1
0.0 0.1 0.0
0.1 0.0 0.0
0.0 0.0 0.1
-0.1 0.0 0.0
0.0 0.1 0.0
0.0 0.0 0.1
0.0 0.0 0.1
0.0 0.0 0.0
0.0 0.1 0.0
-0.1 0.0 0.0
-0.1 0.0 0.0
0.0 -0.1 0.0
-0.2 0.1 -0.2
0.3 0.1 0.2
0.0 -0.1 0.1
0.1 -0.1 0.0
0.1 0.1 0.0
0.0 0.1 0.0
0.0 0.0 0.0
0.0 0.1 0.0
0.0 0.1 0.1
0.0 0.0 -0.1
0.0 0.0 0.0
-0.1 0.0 0.0
0.0 0.1 -0.1
0.0 0.0 0.0
0.0 0.0 0.0
0.0 0.0 -0.1
0.0 0.0 -0.1
0.0 0.0 0.0
0.0 0.0 0.0

Summary:
charge	+2
<S²>	2.02
frontier orbital gap (alpha / beta)	8.023 / 5.193	eV
multiplicity	3

No. 2
Formula: H13O6
Source: the Open Molecules 2025 dataset
Level of theory: wB97M-V/def2-TZVPD

Atoms and positions in Å:
O  1.077895  1.006526  0.162263
H  0.979895  0.955526  -0.825737
H  1.184895  0.056526  0.386263
H  0.263895  1.227526  0.694263
O  -1.140105  -1.543474  0.021263
H  -1.173105  -2.178474  -0.712737
H  -1.854105  -0.929474  -0.212737
O  -0.774105  1.121526  2.099263
H  -1.702105  0.841526  2.109263
H  -0.497105  0.636526  2.928263
O  -1.344105  2.055526  -0.655737
H  -1.785105  1.390526  -1.198737
H  -2.090105  2.384526  -0.194737
O  1.309895  -0.401474  -2.266737
H  0.912895  -0.313474  -3.129737
H  1.809895  -1.222474  -2.300737
O  1.812895  -1.407474  0.849263
H  1.194895  -2.046474  0.477263
H  1.812895  -1.633474  1.770263

Cartesian forces, eV/Å:
0.0 0.1 -0.6
-0.3 0.4 0.5
1.0 -1.3 0.6
-0.5 0.5 -0.4
-0.3 0.1 -0.6
0.0 0.1 0.3
0.2 -0.2 0.3
0.0 -1.3 1.7
0.0 0.4 -0.5
0.2 1.0 -1.2
0.5 -1.1 -0.8
0.3 0.0 -0.4
-1.0 1.1 1.0
-0.1 0.1 0.5
-0.1 0.1 -0.5
0.2 0.0 0.0
-0.3 0.1 -0.8
-0.1 0.0 -0.2
0.3 -0.1 1.0

Summary:
relative energy (zero: lowest compared OMol25 entry of this formula, charge and spin)	20.7	kcal/mol
charge	+1
frontier orbital gap	12.317	eV

No. 3
Formula: C8H6AlN2O5
Source: the Open Molecules 2025 dataset
Level of theory: wB97M-V/def2-TZVPD

Atoms and positions in Å:
O  -7.648627  0.589748  -0.421064
C  -6.512741  0.502190  -0.358662
Al  -1.535077  0.118070  -0.084233
O  -2.311542  3.001689  1.281240
C  -1.960437  2.003534  0.816487
C  -2.139607  -1.685234  -1.040633
O  -2.592500  -2.626887  -1.553108
C  -1.851676  1.080041  -1.962401
O  -2.135157  1.596904  -2.959868
C  -2.199282  -0.766872  1.737413
O  -2.664258  -1.228175  2.697704
C  3.391552  -0.728891  1.389375
N  2.760757  -0.212336  0.152144
C  3.594320  0.190759  -1.004666
C  1.483060  -0.114137  0.081584
N  0.308965  -0.024193  0.016757
H  4.475563  -0.751093  1.278027
H  3.024096  -1.736769  1.616859
H  3.122152  -0.103817  2.249243
H  3.327871  -0.393338  -1.893790
H  3.412263  1.240900  -1.262879
H  4.650304  0.047906  -0.775528

Cartesian forces, eV/Å:
2.8 -0.2 0.2
-2.7 0.2 -0.1
2.1 -0.1 0.1
1.9 -5.0 -2.3
-2.2 5.3 2.4
-3.1 -5.5 -3.1
2.7 5.3 2.9
-1.8 2.9 -5.5
1.6 -2.7 5.2
-3.0 -2.7 5.6
2.7 2.5 -5.3
-0.2 -0.5 1.4
-1.7 0.1 -0.1
0.0 0.5 -1.4
2.1 -0.2 0.1
-1.6 0.1 -0.1
-0.2 0.1 -0.2
0.2 0.1 -0.3
0.2 0.1 -0.3
0.1 -0.1 0.3
0.1 -0.2 0.3
-0.3 -0.1 0.2

Summary:
relative energy (zero: lowest compared OMol25 entry of this formula, charge and spin)	5.3	kcal/mol
charge	+3
frontier orbital gap	6.710	eV